# 1
The following is a DFT calculation (the ωB97M-V functional and the def2-TZVPD basis) of C36H26N3S5W as an isolated structure.

Output
total energy: -3609.50058 hartree
gap between HOMO and LUMO (alpha / beta): 6.50 / 5.84 eV
HOMO energy (alpha / beta): -9.40 / -9.61 eV

Geometry as ORCA input:
```
! RIJCOSX wB97M-V def2-TZVPD def2/J DEFGRID3
* xyz 1 3
W 0.3925 0.0993 0.2601
C -3.7325 1.8172 -0.6788
C -2.6236 0.9549 -0.6443
N -1.4007 1.3444 -0.3424
C -1.2142 2.6861 -0.0932
C -2.2748 3.6023 -0.0421
C -3.5683 3.1277 -0.3512
C -2.0120 4.9450 0.3166
C -0.7340 5.3234 0.6071
C 0.3370 4.4116 0.5144
C 0.1186 3.1061 0.1385
N 1.0530 2.0868 0.0255
C 2.3852 2.3257 -0.2684
C 2.9449 3.4686 -0.7961
C 4.3354 3.5537 -1.0104
C 5.1735 2.5259 -0.6925
C 4.6322 1.3257 -0.1759
C 5.4224 0.2188 0.1947
C 4.8164 -0.8941 0.7006
C 3.4205 -0.9329 0.7916
N 2.6311 0.0659 0.4286
C 3.2406 1.2205 -0.0087
H -4.6996 1.4121 -0.9412
H -2.7709 -0.0868 -0.8721
H -4.4067 3.8133 -0.3282
H -2.8333 5.6487 0.3650
H -0.5275 6.3425 0.9075
H 1.3340 4.7456 0.7625
H 2.3192 4.3051 -1.0672
H 4.7414 4.4660 -1.4291
H 6.2430 2.6078 -0.8360
H 6.4992 0.2689 0.0876
H 5.3863 -1.7554 1.0194
H 2.9473 -1.8194 1.1835
C -1.1818 -6.8125 0.0311
S -0.9070 -5.1284 0.6294
C 0.3732 -4.5798 -0.4204
C 0.9727 -3.3813 -0.2830
S 0.4988 -2.2608 0.9882
S 2.2381 -2.9954 -1.4242
C 2.0966 -4.4246 -2.3963
S 2.9972 -4.7246 -3.7116
S 0.9115 -5.5416 -1.7659
H -1.9012 -7.2426 0.7244
H -0.2615 -7.3903 0.0612
H -1.6142 -6.8115 -0.9673
C -1.5020 2.1784 3.8203
C -2.6628 1.3919 3.9774
C -2.8167 0.2320 3.2708
C -1.8347 -0.1904 2.3306
C -0.6312 0.6055 2.2021
C -0.4960 1.7723 2.9759
C -2.0630 -1.2456 1.4463
C -1.0732 -1.4534 0.3948
C -1.3732 -1.8540 -1.0129
C -2.4783 -2.5917 -1.4170
C -2.7133 -2.8148 -2.7677
C -1.8486 -2.3024 -3.7251
C -0.7392 -1.5615 -3.3371
C -0.5115 -1.3439 -1.9884
H -1.3883 3.0908 4.3912
H -3.4340 1.7092 4.6677
H -3.7120 -0.3679 3.3875
H 0.4184 0.0537 2.1165
H 0.4214 2.3438 2.9085
H -2.9774 -1.8271 1.5089
H -3.1557 -2.9895 -0.6707
H -3.5767 -3.3917 -3.0739
H -2.0321 -2.4820 -4.7765
H -0.0536 -1.1728 -4.0787
H 0.4360 -0.8267 -1.7417
*
```

# 2
The following is a DFT calculation (the ωB97M-V functional and the def2-TZVPD basis) of C36H27AsBeN4S as an isolated structure.

Output
total energy: -4255.89961 hartree
gap between HOMO and LUMO: 6.45 eV
HOMO energy: -7.54 eV

Geometry as ORCA input:
```
! RIJCOSX wB97M-V def2-TZVPD def2/J DEFGRID3
* xyz 0 1
Be 0.8577 -1.9135 -1.2674
S 2.3163 -1.1371 -2.4970
C 3.1168 0.2807 -1.7791
C 4.5032 0.1803 -1.6181
C 5.2598 1.2548 -1.1860
C 4.6476 2.4670 -0.9046
C 3.2760 2.5773 -1.0516
C 2.4943 1.5038 -1.4793
As 0.5592 1.7217 -1.6124
C 0.1426 1.8888 0.2959
C -1.1729 2.2076 0.6371
C -1.5615 2.3235 1.9625
C -0.6383 2.1041 2.9757
C 0.6668 1.7680 2.6509
C 1.0548 1.6594 1.3213
C 0.5537 3.6283 -2.0888
C 0.0955 4.6639 -1.2832
C 0.0218 5.9611 -1.7773
C 0.4042 6.2372 -3.0805
C 0.8788 5.2124 -3.8892
C 0.9452 3.9196 -3.3966
H 4.9792 -0.7634 -1.8513
H 6.3328 1.1495 -1.0804
H 5.2332 3.3172 -0.5789
H 2.7921 3.5241 -0.8400
H -1.8924 2.3824 -0.1574
H -2.5821 2.5861 2.2132
H -0.9363 2.1986 4.0125
H 1.3944 1.5940 3.4340
H 2.0789 1.3987 1.0893
H -0.1995 4.4649 -0.2608
H -0.3381 6.7591 -1.1394
H 0.3316 7.2461 -3.4663
H 1.1863 5.4193 -4.9066
H 1.3086 3.1153 -4.0285
N -6.2756 -2.3863 5.5666
C -5.4663 -2.3375 4.7521
C -4.4544 -2.2694 3.7382
C -3.4888 -3.2700 3.6461
C -2.4923 -3.1783 2.6923
C -2.4492 -2.1044 1.8037
C -3.4412 -1.1268 1.8829
C -4.4283 -1.1979 2.8474
C -1.3648 -1.9896 0.7999
C -1.7209 -1.8477 -0.5449
C -3.0124 -1.8476 -1.1387
C -2.8287 -1.6215 -2.4858
C -1.4373 -1.5039 -2.6838
N -0.7801 -1.6526 -1.5444
C -0.0376 -2.0016 1.2517
C 0.4509 -2.0935 2.5808
C 1.8287 -2.0965 2.5015
C 2.1468 -1.9925 1.1354
N 1.0485 -1.9343 0.3914
H -3.5262 -4.1108 4.3252
H -1.7452 -3.9577 2.6235
H -3.4180 -0.2935 1.1940
H -5.1798 -0.4236 2.9228
H -3.9493 -2.0049 -0.6294
H -3.5850 -1.5543 -3.2506
H -0.9011 -1.3046 -3.6007
H -0.1451 -2.1068 3.4782
H 2.5284 -2.1649 3.3183
H 3.1219 -1.9468 0.6710
C 1.1895 -6.2476 -2.0006
C 1.0710 -4.8156 -1.8153
N 0.9743 -3.6886 -1.6650
H 1.7437 -6.6759 -1.1671
H 1.7161 -6.4599 -2.9291
H 0.1971 -6.6937 -2.0393
*
```

# 3
The following is a DFT calculation (the ωB97M-V functional and the def2-TZVPD basis) of C36H27BrCl5CoF4OP as an isolated structure.

Output
total energy: -8461.80938 hartree
gap between HOMO and LUMO (alpha / beta): 6.61 / 6.70 eV
HOMO energy (alpha / beta): -7.10 / -7.07 eV

Geometry as ORCA input:
```
! RIJCOSX wB97M-V def2-TZVPD def2/J DEFGRID3
* xyz 0 2
Co 0.2454 -0.2200 0.3222
F 4.0937 2.4750 -4.6571
C 3.0801 1.8870 -4.0409
C 2.2958 0.9694 -4.7113
F 2.5519 0.6829 -5.9812
C 1.2352 0.3628 -4.0557
F 0.4828 -0.4765 -4.7703
C 0.9461 0.6330 -2.7282
P -0.4545 -0.0718 -1.7692
C -1.7188 1.1693 -2.1667
C -2.0778 1.4027 -3.4959
C -3.0103 2.3791 -3.7998
C -3.5817 3.1373 -2.7838
C -3.2167 2.9204 -1.4653
C -2.2851 1.9380 -1.1556
C -0.9961 -1.5946 -2.5982
C -0.0909 -2.6492 -2.7304
C -0.5156 -3.8739 -3.2103
C -1.8491 -4.0600 -3.5595
C -2.7479 -3.0138 -3.4400
C -2.3230 -1.7785 -2.9642
C 1.7488 1.5702 -2.0751
Br 1.4213 2.0391 -0.2700
C 2.7969 2.1926 -2.7187
F 3.5568 3.0856 -2.0919
H -1.6384 0.8113 -4.2911
H -3.2930 2.5506 -4.8307
H -4.3102 3.9005 -3.0253
H -3.6539 3.5127 -0.6718
H -2.0041 1.7691 -0.1248
H 0.9477 -2.5174 -2.4473
H 0.1913 -4.6892 -3.3013
H -2.1845 -5.0241 -3.9204
H -3.7871 -3.1566 -3.7068
H -3.0370 -0.9747 -2.8462
Cl -3.1089 -1.1585 0.3956
C -1.8662 -2.3619 0.4464
C -0.5429 -1.9428 0.4282
C 0.4045 -2.9502 0.3491
Cl 2.0324 -2.3968 0.1011
C 0.1076 -4.3020 0.3276
Cl 1.3549 -5.4744 0.1816
C -1.2316 -4.6856 0.3783
Cl -1.6509 -6.3515 0.3390
C -2.2238 -3.7078 0.4253
Cl -3.8815 -4.1672 0.4313
C -1.5073 -0.8147 3.8470
C -1.4631 0.7157 3.8491
C -2.1781 1.3079 2.6361
C -0.0688 1.2922 3.9937
C 0.1372 2.2229 4.9965
C 1.3816 2.7923 5.2143
C 2.4322 2.3682 4.4333
C 2.2954 1.4330 3.4041
C 3.6313 0.9990 2.7930
C 4.3598 2.1442 2.0802
C 3.6211 -0.2336 1.9034
C 0.9985 0.9167 3.1194
O 0.7382 0.1037 2.1049
H -2.5422 -1.1623 3.9192
H -0.9547 -1.2125 4.7004
H -1.0634 -1.2240 2.9426
H -2.0154 1.0445 4.7342
H -1.6767 0.9794 1.7257
H -2.1631 2.3994 2.6750
H -3.2151 0.9668 2.5797
H -0.7004 2.4998 5.6291
H 1.5324 3.5217 6.0002
H 3.4271 2.7512 4.6417
H 4.2466 0.7338 3.6597
H 5.4015 1.8685 1.8952
H 4.3520 3.0619 2.6684
H 3.9008 2.3649 1.1143
H 3.1444 -0.0235 0.9468
H 3.0871 -1.0582 2.3708
H 4.6494 -0.5485 1.7016
*
```

Q: The lowest total energy belongs to which entry?
A: C36H27BrCl5CoF4OP

Q: Which formula does entry 1 have?
A: C36H26N3S5W